This record from the OMol25 dataset describes one molecule with the formula C5H12NO2P. The level of theory is the ωB97M-V functional and the def2-TZVPD basis.

Summary:
**HOMO energy**: -0.320 hartree
**E_tot**: -744.2588 Ha
**Energy relative to the best compared isomer or geometry (same formula, charge and spin)**: 169.4 kJ/mol
**Orbital gap**: 0.345 Eh
**SMILES string**: NCCP(O)C[C@@H]1CO1

Geometry (Å):
N 1.727 -1.795 -0.066
C 1.636 -0.450 -0.639
C 1.706 0.655 0.423
P 0.229 1.694 0.798
O -0.268 2.100 -0.744
C -1.064 0.469 1.246
C -1.469 -0.618 0.286
C -2.130 -0.283 -0.973
O -2.858 -0.827 0.152
H 1.060 -2.445 -0.451
H 1.663 -1.800 0.941
H 0.733 -0.336 -1.247
H 2.479 -0.310 -1.322
H 2.043 0.255 1.387
H 2.448 1.401 0.126
H -0.027 3.013 -0.912
H -0.639 0.008 2.146
H -1.969 1.013 1.521
H -0.833 -1.508 0.311
H -2.120 -0.991 -1.793
H -2.347 0.755 -1.189

Atomic forces in eV per Å
0.117 0.018 0.032
0.053 -0.036 -0.108
-0.158 0.091 -0.051
-0.023 0.068 -0.051
0.102 -0.139 0.088
0.251 -0.161 0.046
0.677 0.067 -0.310
-0.655 -0.369 0.303
-0.056 -0.033 -0.004
-0.007 0.004 0.009
-0.105 -0.019 -0.008
0.015 0.027 0.070
-0.051 -0.014 -0.006
0.111 0.028 -0.055
0.065 -0.067 0.110
-0.067 0.110 -0.063
-0.266 0.080 0.153
0.092 0.085 0.109
-0.400 0.093 0.025
0.279 0.212 -0.187
0.027 -0.044 -0.102

***

This record from the OMol25 dataset describes an isolated ion of composition C5H12NO2S and charge +1 at a distorted geometry. The level of theory is the ωB97M-V functional and the def2-TZVPD basis.

Summary:
**HOMO energy**: -0.543 hartree
**E_tot**: -800.7228 Ha
**Energy relative to the best compared isomer or geometry (same formula, charge and spin)**: 486.7 kJ/mol
**Total charge**: +1
**Orbital gap**: 0.397 Eh

Geometry (Å):
C 1.040 0.441 0.843
C 1.326 -0.579 -0.261
C -0.178 1.344 0.496
C -0.519 -2.538 0.936
C -0.206 2.285 -0.654
N -1.372 -0.242 0.229
O -0.826 -1.873 -1.675
O 0.437 1.700 -1.727
S -0.381 -1.330 -0.391
H 0.880 -0.243 1.744
H 1.991 1.090 0.896
H 1.491 -0.225 -1.160
H 1.891 -1.430 -0.011
H -0.642 1.820 1.470
H -1.034 -3.450 0.416
H -1.331 -2.063 1.614
H 0.400 -2.546 1.357
H 0.414 3.113 -0.406
H -1.192 2.468 -0.976
H -2.099 0.147 -0.322
H -0.091 2.112 -2.418

Atomic forces in eV per Å
1.438 0.288 -0.160
-3.755 -1.227 3.783
-1.725 -2.213 3.416
-5.315 0.122 -1.824
1.078 -1.968 0.919
2.597 3.868 1.279
1.159 0.539 1.238
-0.109 -0.387 -1.779
-1.885 -0.909 -1.597
0.146 1.916 -0.595
-1.398 -0.860 0.479
1.077 1.834 -4.525
1.218 -0.739 0.490
0.795 -1.157 -2.050
1.675 1.266 1.169
1.699 -0.964 -0.960
2.785 -1.133 1.647
-0.160 1.428 0.914
-1.427 1.005 0.479
-0.734 -0.136 -1.148
0.839 -0.571 -1.175

***

This record from the OMol25 dataset describes one molecule with the formula C5H12NO6PS. The level of theory is the ωB97M-V functional and the def2-TZVPD basis.

Summary:
**HOMO energy**: -0.403 hartree
**E_tot**: -1443.4894 Ha
**Energy relative to the best compared isomer or geometry (same formula, charge and spin)**: 0.0 kJ/mol
**Orbital gap**: 0.409 Eh
**SMILES string**: O=[PH2]OC(=O)NCCCCS(=O)(=O)O

Geometry (Å):
O 0.813 2.742 1.605
P -0.638 2.918 1.716
O -1.528 2.553 0.414
C -1.322 1.371 -0.249
O -0.471 1.253 -1.075
N -2.271 0.403 0.140
C -1.802 -0.987 -0.106
C -0.708 -1.452 0.866
C 0.766 -1.140 0.544
C 1.203 -1.541 -0.865
S 2.699 -0.707 -1.389
O 3.526 -1.643 -2.083
O 3.212 0.069 -0.299
O 2.133 0.278 -2.496
H -1.093 4.220 1.917
H -1.247 2.143 2.711
H -3.085 0.565 -0.451
H -1.523 -1.122 -1.152
H -2.674 -1.620 0.062
H -0.927 -0.984 1.831
H -0.845 -2.527 1.005
H 1.003 -0.093 0.725
H 1.378 -1.692 1.261
H 1.424 -2.605 -0.956
H 0.457 -1.302 -1.615
H 1.520 0.901 -2.063

Atomic forces in eV per Å
-0.289 -0.087 -0.001
0.438 0.073 0.139
-0.001 0.253 -0.128
-0.444 -0.103 -0.154
0.428 -0.156 0.058
0.734 -0.397 -0.407
-0.217 -0.091 0.001
-0.032 0.341 -0.021
-0.115 -0.173 0.017
-0.049 -0.171 0.198
0.193 -0.183 0.267
-0.109 0.241 0.014
-0.054 -0.192 -0.258
-0.128 0.195 -0.020
-0.135 0.048 -0.033
-0.050 -0.022 0.033
-0.283 0.158 0.512
0.125 -0.011 -0.021
-0.016 0.104 0.006
-0.053 -0.175 0.035
0.110 0.004 -0.067
-0.108 0.077 -0.091
-0.002 0.076 0.007
0.003 0.044 0.089
-0.035 0.062 -0.086
0.090 0.085 -0.088

***

This record from the OMol25 dataset describes an isolated ion of composition C5H12NOS and charge +1 at a distorted geometry. The level of theory is the ωB97M-V functional and the def2-TZVPD basis.

Summary:
**HOMO energy**: -0.509 hartree
**E_tot**: -725.5892 Ha
**Energy relative to the best compared isomer or geometry (same formula, charge and spin)**: 77.0 kJ/mol
**Total charge**: +1
**Orbital gap**: 0.392 Eh
**SMILES string**: O[C@@H](S)[NH+]1CCCC1

Geometry (Å):
O -1.762 1.371 -0.908
C -1.976 0.706 0.227
S -3.188 -0.616 0.252
N -0.658 -0.069 0.552
C 0.598 0.831 0.691
C 1.794 -0.021 0.599
C 1.459 -0.849 -0.674
C -0.113 -1.042 -0.543
H -2.037 2.279 -0.674
H -2.168 1.307 1.176
H -3.271 -0.979 -1.079
H -0.955 -0.491 1.530
H 0.523 1.254 1.763
H 0.291 1.472 -0.120
H 1.727 -0.518 1.577
H 2.712 0.710 0.482
H 1.835 -0.393 -1.555
H 2.013 -1.784 -0.628
H -0.677 -0.758 -1.441
H -0.382 -2.095 -0.317

Atomic forces in eV per Å
-0.684 1.965 -0.255
1.008 -2.067 1.890
-1.437 -0.415 -0.663
1.213 -1.048 2.296
-2.921 1.338 2.801
0.902 1.592 -1.086
-0.487 -0.836 2.383
-0.348 -0.655 -0.432
0.265 -0.146 -1.045
0.245 -0.437 -1.304
0.419 0.531 0.827
1.326 0.226 -2.650
-0.011 0.181 -1.965
1.224 1.040 -0.110
1.090 -0.614 -0.594
-1.562 -1.870 0.452
-0.319 0.862 -0.828
-0.451 -0.385 0.005
0.410 -0.102 0.133
0.119 0.840 0.148

***

This record from the OMol25 dataset describes an isolated ion of composition C5H12NS and charge -1 at a distorted geometry. The level of theory is the ωB97M-V functional and the def2-TZVPD basis.

Summary:
**HOMO energy**: -0.083 hartree
**E_tot**: -650.5941 Ha
**Energy relative to the best compared isomer or geometry (same formula, charge and spin)**: 214.6 kJ/mol
**Total charge**: -1
**Orbital gap**: 0.206 Eh
**SMILES string**: CCCNCC[S-]

Geometry (Å):
C -2.131 1.245 0.661
C -1.393 -0.023 1.083
C -0.887 -1.201 0.215
N 0.165 -0.790 -0.847
C 1.468 -0.202 -0.204
C 2.493 -0.107 -1.426
S 3.814 1.271 -1.064
H -1.388 1.981 0.423
H -2.871 1.152 -0.156
H -2.764 1.589 1.478
H -0.334 0.208 1.680
H -1.944 -0.247 2.066
H -0.381 -1.903 0.857
H -1.764 -1.681 -0.374
H -0.203 -0.021 -1.296
H 1.729 -1.100 0.527
H 1.307 0.669 0.355
H 3.022 -1.115 -1.660
H 2.062 0.276 -2.319

Atomic forces in eV per Å
-0.141 -0.337 -0.751
2.291 -0.263 4.305
-0.973 1.200 -2.543
0.593 -1.285 3.500
-0.081 -5.221 -2.063
2.022 0.208 2.289
-0.833 -1.181 -0.096
-0.017 0.764 -0.395
0.669 -0.297 -0.054
0.358 0.183 0.226
-2.455 0.361 -1.664
0.459 -1.143 -1.566
-0.133 -0.461 0.191
1.414 0.474 0.990
-1.235 1.942 -1.605
0.102 2.033 -1.236
0.029 1.461 0.459
-1.123 1.619 0.606
-0.944 -0.056 -0.593

***

This record from the OMol25 dataset describes a 2-piece molecular cluster, C5H12NS overall. The level of theory is the ωB97M-V functional and the def2-TZVPD basis.

Summary:
**HOMO energy**: -0.100 hartree
**E_tot**: -650.6695 Ha
**Energy relative to the best compared isomer or geometry (same formula, charge and spin)**: 16.6 kJ/mol
**Total charge**: -1
**Orbital gap**: 0.245 Eh

Geometry (Å):
C 0.506 1.282 1.493
C 1.545 0.188 1.338
C 2.846 0.456 1.143
N 1.007 -1.083 1.445
H -0.082 1.030 2.373
H -0.152 1.262 0.626
H 0.992 2.256 1.535
H 3.534 -0.384 1.077
H 3.193 1.440 0.868
H 0.053 -1.214 1.049
H 1.634 -1.791 1.116
C -1.316 -0.112 -2.244
C -2.500 -0.639 -1.413
S -2.057 -1.249 0.249
H -0.579 -0.916 -2.326
H -0.839 0.743 -1.766
H -1.642 0.117 -3.264
H -2.874 -1.518 -1.944
H -3.269 0.133 -1.354

Atomic forces in eV per Å
0.626 -0.479 -0.544
-0.652 0.347 -0.151
0.044 -0.547 -0.179
-0.037 0.150 0.131
-0.147 0.367 0.050
-0.259 -0.087 0.082
-0.094 0.004 0.296
0.117 0.180 -0.160
0.035 0.113 0.395
0.312 0.334 0.169
0.160 -0.299 -0.101
-0.264 -0.595 0.260
0.657 -0.356 -0.112
-0.112 0.167 0.075
0.106 0.115 0.090
-0.001 0.099 -0.104
0.031 0.315 -0.030
-0.381 0.260 -0.151
-0.139 -0.088 -0.016

***

This record from the OMol25 dataset describes an isolated ion of composition C5H12NS2 and charge +1 at a distorted geometry. The level of theory is the ωB97M-V functional and the def2-TZVPD basis.

Summary:
**HOMO energy (alpha / beta)**: -0.440 / -0.440 hartree
**E_tot**: -1048.5110 Ha
**Energy relative to the best compared isomer or geometry (same formula, charge and spin)**: 264.0 kJ/mol
**Total charge**: +1
**Orbital gap (alpha / beta)**: 0.301 / 0.301 Eh

Geometry (Å):
C 0.414 -0.091 -0.485
C -1.824 -0.194 -0.401
C 1.193 -1.297 -0.128
C -2.323 -1.531 -0.032
C 1.446 2.144 -0.726
N 0.751 1.173 0.154
S -0.751 0.032 -1.806
S -2.299 1.278 0.407
H 0.602 -2.200 -0.271
H 1.537 -1.266 0.905
H 2.065 -1.395 -0.778
H -3.062 -1.470 0.763
H -1.522 -2.196 0.300
H -2.778 -2.000 -0.905
H 2.348 1.690 -1.131
H 0.788 2.419 -1.548
H 1.714 3.032 -0.162
H -0.148 1.619 0.485
H 1.338 0.985 0.974
H -2.749 0.739 1.549

Atomic forces in eV per Å
-2.793 -0.094 -0.451
2.699 0.759 -0.059
0.111 -0.028 -0.087
-0.240 -0.495 0.026
0.366 0.443 -0.444
0.041 0.002 0.106
0.120 0.044 0.597
-0.248 -0.073 -0.460
-0.060 -0.016 0.016
0.022 -0.063 0.141
0.126 -0.096 0.005
-0.029 -0.051 0.039
0.032 0.044 0.004
-0.085 -0.027 0.038
-0.029 -0.089 0.072
-0.044 -0.087 0.111
-0.065 0.038 0.134
0.245 -0.204 0.156
-0.237 0.059 -0.082
0.064 -0.065 0.136

***

This record from the OMol25 dataset describes an isolated ion of composition C5H12NS2 and charge +1 at a distorted geometry. The level of theory is the ωB97M-V functional and the def2-TZVPD basis.

Summary:
**HOMO energy**: -0.490 hartree
**E_tot**: -1048.5805 Ha
**Energy relative to the best compared isomer or geometry (same formula, charge and spin)**: 81.6 kJ/mol
**Total charge**: +1
**Orbital gap**: 0.364 Eh
**SMILES string**: C[N@H+]1CCS[C@]1(C)S

Geometry (Å):
C -1.067 0.494 1.548
N -0.721 0.130 0.162
C -0.190 1.294 -0.593
C 0.373 0.837 -1.944
S 0.337 -0.990 -2.021
C 0.213 -1.040 0.011
C 1.579 -0.837 0.587
S -0.551 -2.558 0.604
H -0.176 0.804 2.088
H -1.773 1.322 1.529
H -1.518 -0.352 2.063
H -1.591 -0.171 -0.294
H 0.584 1.761 0.019
H -0.996 2.015 -0.733
H -0.223 1.191 -2.782
H 1.400 1.170 -2.090
H 2.183 -1.720 0.382
H 1.545 -0.711 1.669
H 2.086 0.011 0.135
H -1.493 -2.651 -0.338

Atomic forces in eV per Å
-0.152 0.220 0.841
-0.336 0.063 -0.015
0.210 0.555 -0.470
0.222 -0.466 -0.287
-0.290 0.023 2.565
-0.163 -0.766 -2.939
0.202 0.008 0.322
0.365 0.137 0.119
0.056 0.016 -0.122
0.029 -0.027 -0.070
0.041 -0.041 -0.178
0.252 0.038 -0.014
-0.139 -0.103 0.000
0.004 -0.103 0.173
-0.025 0.104 0.075
-0.122 0.114 0.113
-0.106 0.037 -0.045
0.026 0.039 0.106
0.024 0.105 0.028
-0.099 0.049 -0.200

***

This record from the OMol25 dataset describes an isolated ion of composition C5H12NS2 and charge +1 at a distorted geometry. The level of theory is the ωB97M-V functional and the def2-TZVPD basis.

Summary:
**HOMO energy**: -0.489 hartree
**E_tot**: -1048.4918 Ha
**Energy relative to the best compared isomer or geometry (same formula, charge and spin)**: 314.5 kJ/mol
**Total charge**: +1
**Orbital gap**: 0.305 Eh

Geometry (Å):
C 1.799 0.411 -0.745
C 1.921 1.008 0.727
C -0.529 -0.081 1.142
C 0.539 -1.644 -1.303
C -3.127 0.636 0.691
N 0.507 -0.215 -0.937
S 1.031 -0.155 1.895
S -1.379 1.389 0.857
H 1.976 1.242 -1.297
H 2.560 -0.325 -0.674
H 3.005 1.068 0.887
H 1.350 1.949 0.798
H -0.979 -0.955 1.323
H 0.816 -2.221 -0.247
H -0.485 -1.804 -1.507
H 1.245 -2.117 -2.032
H -3.575 1.240 -0.057
H -3.595 0.562 1.664
H -3.017 -0.310 0.405
H -0.064 0.320 -1.588

Atomic forces in eV per Å
-1.382 -1.810 4.291
-1.425 -0.282 -0.161
3.282 4.400 -0.438
1.219 -1.333 3.508
1.409 3.338 1.731
0.771 -0.345 -0.937
0.624 0.445 -1.194
-1.159 -1.596 0.305
0.690 2.061 -2.412
0.734 -0.639 -1.047
-0.528 0.321 0.776
0.835 -0.100 0.069
-2.361 -3.163 0.274
-0.758 1.247 -2.620
-0.925 -1.101 -0.568
-0.550 1.256 0.199
-0.843 0.404 -0.286
-0.216 0.796 0.091
0.611 -3.795 -1.721
-0.030 -0.105 0.141

***

This record from the OMol25 dataset describes a 2-piece molecular cluster, C5H12O overall at a distorted geometry. The level of theory is the ωB97M-V functional and the def2-TZVPD basis.

Summary:
**HOMO energy**: -0.337 hartree
**E_tot**: -272.8765 Ha
**Energy relative to the best compared isomer or geometry (same formula, charge and spin)**: 189.6 kJ/mol
**Orbital gap**: 0.368 Eh
**SMILES string**: C=C(C)CC.O

Geometry (Å):
C 1.199 -0.441 0.562
C 0.577 0.243 -0.378
C 1.301 0.604 -1.606
C -0.770 0.868 -0.145
C -1.720 0.863 -1.348
H 2.182 -1.031 0.619
H 0.885 -0.550 1.566
H 1.362 1.651 -1.706
H 2.285 0.250 -1.867
H 0.672 0.206 -2.391
H -0.522 2.039 0.108
H -1.194 0.343 0.743
H -1.075 1.010 -2.249
H -2.228 -0.038 -1.469
H -2.572 1.605 -1.456
O -0.141 -2.338 4.027
H 0.534 -2.905 3.654
H -0.774 -2.380 3.337

Atomic forces in eV per Å
1.941 -1.794 1.287
1.343 -0.103 0.652
-0.763 -1.092 -1.527
-0.005 2.642 1.157
0.596 1.846 -1.203
-1.028 1.451 -1.402
-1.524 0.015 0.871
-0.242 1.532 -0.227
0.435 -0.614 0.895
-0.017 0.310 -0.857
-0.767 -2.729 -0.279
0.088 0.839 -0.524
-0.853 -0.033 0.487
-0.544 -1.961 -0.135
1.333 -0.319 0.827
0.787 -0.070 0.602
0.559 -0.164 0.249
-1.339 0.241 -0.873